This record from the OMol25 dataset describes a cluster of 2 separate species, C4H11N3O2 in total. The level of theory is the ωB97M-V functional and the def2-TZVPD basis.

Calculated values
* spin multiplicity: 1
* orbital gap: 10.07 eV
* energy above the lowest of the compared OMol25 structures with the same formula, charge and spin: 86.3 kcal per mole
* LUMO energy: 0.0365 Ha
* SMILES: CC(=O)NN.C=CON
* highest occupied orbital energy: -9.072 eV
* maximum force: 0.79 eV/A

XYZ file:
```
20
C4H11N3O2 the ωB97M-V functional and the def2-TZVPD basis
C 2.397 0.259 0.988
C 1.495 0.750 -0.107
O 1.248 1.921 -0.327
N 0.948 -0.216 -0.882
N 1.068 -1.578 -0.582
H 3.068 -0.503 0.605
H 2.954 1.094 1.400
H 1.785 -0.189 1.768
H 0.263 0.091 -1.570
H 0.192 -1.929 -0.188
H 1.285 -2.102 -1.426
C -2.036 -1.437 0.383
C -2.080 -0.224 -0.151
O -1.675 0.878 0.526
N -1.653 2.041 -0.316
H -1.703 -1.589 1.394
H -2.395 -2.289 -0.163
H -2.431 -0.032 -1.158
H -2.071 2.781 0.244
H -0.659 2.273 -0.440
```